Entry 1:
The following is a DFT calculation (ωB97M-V with the def2-TZVPD basis set) of C13H17AuCl2O3PS3 as an isolated structure at a distorted geometry.

Structure (XYZ):
```
40
Properties=species:S:1:pos:R:3:forces:R:3:lowdin_charge:R:1
Au -0.220777 -0.956995 0.081938 0.630 0.311 0.324 0.6659
Cl 2.312110 1.376827 1.363467 0.081 -0.155 0.067 0.8695
C 1.352899 2.481788 0.549239 -0.122 -0.195 0.069 -0.6246
C 1.692293 3.663977 0.076609 -0.111 0.381 -0.274 -0.0357
C 0.842607 4.648470 -0.585525 0.352 -0.098 0.058 -0.0167
C -0.457171 4.871288 -0.378164 -0.263 0.035 0.006 -0.0583
C -1.302250 4.109867 0.524383 0.105 0.567 -0.162 -0.6267
Cl -2.715192 4.831734 1.147922 -0.142 0.135 0.060 0.8248
C -1.061029 2.876838 0.917310 0.167 -0.768 0.061 -0.5174
S -1.848366 1.562489 1.734185 0.057 -0.001 0.248 1.1554
H 2.737146 3.919616 0.201824 0.003 0.005 0.021 0.1393
H 1.362570 5.333328 -1.243394 0.018 -0.033 -0.007 0.1307
H -0.930431 5.715547 -0.862951 -0.047 -0.053 -0.001 0.1256
O -0.032114 2.022194 0.341631 0.099 0.135 0.305 -0.2263
C -0.543487 0.740753 1.006491 -0.625 -0.405 -0.912 -0.5538
C 1.445783 -2.511709 2.940711 -0.067 -0.020 0.027 -0.0528
C 1.689663 -3.649845 1.969649 0.034 -0.091 -0.131 -0.4361
C 2.861777 -3.374338 1.049656 0.080 0.047 0.053 -0.0843
O 0.427249 -3.858994 1.273361 -0.132 0.505 0.209 -0.3644
P 0.124159 -4.274200 -0.230029 -0.003 -0.763 -0.035 -0.2123
S 1.246761 -5.623294 -0.984030 0.069 -0.173 -0.088 0.3365
S 0.216293 -2.594091 -1.441375 -0.195 0.437 -0.027 0.2340
O -1.413463 -4.604777 -0.170272 -0.198 0.356 0.065 -0.3175
C -2.226216 -5.159747 0.908140 0.228 -0.058 -0.038 -0.4175
C -2.627913 -4.056865 1.865216 0.010 0.039 0.044 -0.0488
C -1.537466 -6.328776 1.578289 -0.036 -0.041 0.089 -0.0496
H 2.277693 -2.434194 3.643104 -0.023 0.019 -0.050 0.0916
H 0.528341 -2.676253 3.507816 0.035 0.001 0.000 0.0824
H 1.355124 -1.565834 2.395013 0.023 -0.032 0.047 0.0308
H 1.860704 -4.570844 2.525143 0.053 -0.085 0.020 0.1465
H 2.648372 -2.528241 0.391834 0.032 -0.008 0.037 0.0549
H 3.106716 -4.234960 0.432756 -0.003 0.062 0.033 0.0346
H 3.727744 -3.126822 1.666642 -0.003 0.001 -0.014 0.0907
H -3.102647 -5.515611 0.371579 -0.061 -0.018 -0.026 0.1439
H -1.762224 -3.706459 2.428255 -0.040 -0.004 -0.001 0.0641
H -3.372620 -4.433324 2.569445 0.023 0.011 -0.039 0.0898
H -3.061245 -3.219392 1.315942 -0.022 -0.017 0.010 0.0797
H -0.662872 -6.002438 2.143833 -0.044 -0.025 -0.029 0.0760
H -1.225841 -7.067437 0.841823 0.009 -0.004 0.001 0.0847
H -2.236184 -6.801372 2.271436 0.031 -0.001 -0.018 0.0916
```
Positions in Å, forces in eV/Å.

Gap between HOMO and LUMO (alpha / beta): 0.158 / 0.158 Eh
Charge: +1

Entry 2:
The following is a DFT calculation (ωB97M-V with the def2-TZVPD basis set) of a 9-piece molecular cluster, C43H112N7O10 overall at a distorted geometry.

Structure (XYZ):
```
172
Properties=species:S:1:pos:R:3:forces:R:3:lowdin_charge:R:1
C -0.103944 -1.214777 1.132642 0.855 0.205 0.246 -0.0690
C -0.058719 0.181836 0.409367 -2.046 -2.235 -0.242 -0.5203
C 1.310762 0.359567 -0.246040 0.407 0.740 -0.424 -0.0672
O -1.198022 0.259490 -0.437382 1.199 0.203 -0.080 -0.3125
H -0.931617 -1.366592 1.825459 -0.246 0.297 -0.389 0.0368
H 0.743583 -1.349548 1.804676 0.372 0.132 0.144 0.0436
H -0.054902 -2.077019 0.467624 -0.236 0.111 -0.461 0.0499
H -0.185439 0.852684 1.259080 0.461 0.800 -0.003 0.1028
H 1.420644 1.299539 -0.786856 -0.289 0.729 0.564 0.0431
H 1.629415 -0.266507 -1.079458 -0.651 -1.159 0.136 0.0716
H 2.101434 0.292130 0.501217 0.060 0.127 0.166 0.0607
C -1.091914 4.042805 -1.261802 1.155 -0.581 -1.164 -0.0586
C -0.682306 3.879121 -2.750136 -0.621 -0.108 -1.419 -0.2089
C 0.318964 2.742942 -3.116678 -1.314 1.050 0.793 -0.1214
N 0.666854 2.612687 -4.610909 1.261 1.218 1.846 -0.2216
C 1.683313 1.402241 -4.621424 -1.936 0.605 -1.360 -0.0701
C 0.925100 0.110171 -4.636803 -0.250 -1.825 0.417 -0.1782
C -0.273312 0.012757 -5.567952 0.223 -0.107 -0.603 -0.1756
C -1.287009 1.117411 -5.356219 0.183 1.348 -0.314 -0.1460
C -0.558011 2.489281 -5.467690 -0.154 -1.102 -0.996 -0.1031
C 1.447801 3.876680 -5.102755 -0.376 -2.160 0.321 0.0698
H -1.229476 3.023425 -0.901191 0.190 0.045 0.653 0.0546
H -2.012422 4.602352 -1.095448 0.141 0.120 -0.397 0.0732
H -0.258037 4.586495 -0.817807 -0.230 -0.292 0.716 0.0834
H -0.264693 4.793848 -3.170807 -0.230 0.288 0.259 0.1022
H -1.574631 3.655406 -3.334775 -0.248 0.190 0.001 0.0902
H -0.151268 1.811173 -2.802384 0.434 -0.241 0.029 0.1174
H 1.201089 2.986394 -2.524491 0.458 -0.569 -0.419 0.1209
H 2.386787 1.480296 -3.792496 -0.256 0.395 -0.069 0.1100
H 2.186458 1.466788 -5.586198 0.235 0.259 0.085 0.1424
H 0.540082 -0.327731 -3.715875 0.281 0.854 0.726 0.0929
H 1.668019 -0.637772 -4.913833 0.068 -0.126 -0.338 0.1326
H -0.719132 -0.979076 -5.493014 0.000 0.030 0.352 0.0993
H 0.059033 0.036522 -6.605771 0.028 0.302 -0.207 0.1324
H -1.910848 1.100581 -4.462542 0.433 -0.378 0.445 0.1005
H -2.016250 1.098656 -6.166124 0.035 0.096 -0.185 0.1292
H -1.220172 3.349040 -5.365455 0.201 -0.037 0.649 0.1349
H -0.195125 2.617443 -6.487490 0.132 -0.347 -0.117 0.1384
H 1.628920 3.679340 -6.159330 -0.117 0.398 0.004 0.1123
H 2.405238 3.760415 -4.594929 -0.106 0.845 0.144 0.0969
H 0.847414 4.767574 -4.918536 0.432 -0.103 -0.004 0.1089
C -5.723383 4.028096 -1.980783 -0.875 -0.702 -0.911 0.0340
N -6.416820 2.721444 -1.593428 -0.385 -0.814 1.305 -0.3138
C -7.901730 2.924187 -1.204560 1.017 0.680 -0.776 0.0421
C -6.378205 1.657589 -2.708207 1.346 0.573 0.560 0.0283
C -5.726472 2.240828 -0.272582 -0.822 -1.174 -1.588 -0.0870
C -4.255452 1.972832 -0.348771 2.093 0.377 0.304 -0.2397
O -3.774883 0.876114 -1.119612 -2.581 0.258 -0.899 -0.0880
H -6.249397 4.475560 -2.824101 -0.198 -0.091 0.060 0.1176
H -4.728162 3.773523 -2.345242 -0.007 0.113 0.366 0.0940
H -5.743357 4.743457 -1.158610 0.133 -0.329 0.086 0.1216
H -8.346373 3.125870 -2.179092 -0.608 0.134 0.465 0.1131
H -7.965590 3.764657 -0.513451 -0.021 0.153 -0.300 0.1132
H -8.339295 2.066250 -0.694082 0.364 -0.255 -0.404 0.1164
H -6.968745 1.929509 -3.583087 -0.084 0.306 0.340 0.1159
H -6.650648 0.665801 -2.347343 -0.379 0.349 0.362 0.1096
H -5.321506 1.583831 -2.965237 -0.066 0.006 -0.245 0.0797
H -6.186048 1.282029 -0.032637 -0.460 0.113 0.037 0.1200
H -6.051162 2.996226 0.442993 0.575 -0.114 0.183 0.1445
H -3.881418 1.747193 0.649870 -0.423 0.453 0.535 0.1029
H -3.708067 2.869283 -0.640059 -0.039 0.238 -0.045 0.0991
H -2.836386 0.779980 -0.941904 1.546 -0.268 0.555 0.0119
C -4.751489 0.739300 3.437019 0.166 0.159 -0.767 0.0015
N -3.662650 -0.340244 3.343001 -1.681 1.993 1.312 -0.2653
C -2.307083 0.427749 3.607281 -0.540 -2.703 -0.549 0.0492
C -4.007507 -1.301419 4.538783 1.101 0.000 -0.507 0.0480
C -3.637444 -1.038650 1.943311 -0.498 -0.304 1.251 -0.0575
C -4.989250 -1.515877 1.340559 0.513 0.106 -0.433 -0.2358
O -5.806339 -2.300774 2.143334 -0.321 0.473 1.227 -0.0248
H -4.629354 1.388356 4.304146 0.133 -0.685 0.396 0.1117
H -5.748251 0.298796 3.414217 0.178 -0.101 0.041 0.1138
H -4.638828 1.457842 2.625159 0.045 -0.362 -0.382 0.0786
H -1.666287 -0.445897 3.726520 0.716 0.357 0.437 0.0703
H -2.336209 1.037603 4.510235 -0.335 -0.123 -0.246 0.1154
H -1.963367 0.923699 2.699540 -0.511 0.283 0.086 0.0895
H -4.963512 -1.810941 4.418173 0.198 0.180 -0.571 0.1031
H -4.062035 -0.799923 5.505019 0.122 0.699 -0.381 0.1160
H -3.171934 -1.994146 4.639062 -0.134 -0.197 -0.242 0.0940
H -3.029232 -1.921331 2.140939 0.251 0.088 -0.206 0.1231
H -3.138199 -0.356246 1.255426 0.180 -0.117 -0.052 0.0974
H -4.805748 -2.202406 0.514060 0.997 0.616 -0.639 0.1123
H -5.542569 -0.677501 0.917393 -0.223 0.001 0.337 0.1057
H -5.245868 -3.020210 2.443138 -0.314 -0.513 0.200 0.1029
C -4.318756 -2.837092 -2.323082 0.317 0.653 -0.511 0.0000
N -3.504676 -2.784016 -3.579549 -0.942 0.379 -0.980 -0.3036
C -4.186787 -3.739009 -4.609749 1.147 0.852 0.023 0.0406
C -3.559435 -1.334038 -4.199027 -0.803 -0.820 0.475 0.0315
C -2.092008 -3.330100 -3.330729 -0.850 -0.508 1.592 -0.0612
C -1.361000 -2.660665 -2.146299 0.244 -0.749 -1.414 -0.2632
O -1.296383 -1.373852 -2.567005 0.395 1.561 -0.877 -0.0890
H -5.331541 -2.494486 -2.535201 0.000 -0.247 -0.159 0.1138
H -3.876511 -2.100865 -1.651884 0.038 -0.396 0.326 0.0822
H -4.316504 -3.877178 -1.997049 -0.031 0.258 0.359 0.1219
H -4.170550 -4.760100 -4.228677 -0.192 0.220 0.120 0.1148
H -3.567542 -3.689877 -5.505422 -0.026 -0.118 -0.014 0.1095
H -5.175981 -3.370652 -4.881590 0.039 -0.093 0.429 0.1123
H -4.571577 -1.174808 -4.570931 -0.046 -0.701 -0.494 0.0998
H -2.834113 -1.247440 -5.008055 -0.072 -0.079 0.328 0.0871
H -3.526911 -0.524855 -3.469472 0.973 -0.542 0.413 0.0741
H -1.603903 -3.240691 -4.301223 0.418 -0.023 0.401 0.1397
H -2.210677 -4.365065 -3.010007 -0.261 -0.281 -0.695 0.1367
H -0.365993 -3.094604 -2.047469 0.356 -0.521 -0.442 0.1184
H -1.708907 -2.733687 -1.115903 -1.078 -0.345 -0.099 0.1161
H -0.960727 -0.856506 -1.831295 -0.117 1.612 1.282 0.0289
C 2.441235 -3.794801 0.220775 0.796 -0.688 1.247 0.0302
N 2.489019 -4.521948 1.607762 0.467 0.209 -0.395 -0.2918
C 1.055948 -4.798364 2.036108 -0.019 -0.683 -1.219 0.0174
C 3.195680 -5.860956 1.411267 0.491 0.645 0.211 0.0254
C 3.251404 -3.676538 2.682912 0.771 -0.701 -0.445 -0.0588
C 4.760643 -3.341547 2.480751 -1.339 -0.035 0.066 -0.2020
O 4.817586 -2.434340 1.412045 0.439 0.252 -1.497 -0.0693
H 3.462938 -3.832300 -0.157122 -0.164 0.195 -0.016 0.0955
H 2.128244 -2.761140 0.368006 -0.062 -0.229 0.063 0.0739
H 1.791013 -4.342806 -0.461136 -0.083 -0.018 0.295 0.0992
H 0.664861 -5.332184 1.169982 -0.101 -0.197 -0.050 0.0949
H 0.412211 -3.920648 2.093787 0.658 0.291 0.626 0.0901
H 0.968904 -5.512760 2.854733 0.359 0.619 0.394 0.1270
H 4.179968 -5.630973 1.003342 -0.275 -0.137 -0.586 0.1016
H 2.585997 -6.521763 0.795047 0.204 0.209 -0.079 0.1169
H 3.458427 -6.358280 2.344940 -0.710 0.216 0.328 0.1217
H 3.229889 -4.304595 3.573522 -0.903 0.558 0.346 0.1335
H 2.742311 -2.713210 2.652593 -0.406 -0.331 0.800 0.1068
H 5.374553 -4.235196 2.368436 0.111 0.074 -0.603 0.1289
H 5.159961 -2.868295 3.377782 -0.401 -0.190 0.306 0.1112
H 5.072904 -1.534524 1.628270 0.221 -0.357 0.496 0.0830
C 4.329642 1.734718 -1.063702 1.876 0.186 -0.166 -0.0036
N 5.781932 2.199815 -1.367036 -0.341 -0.203 -0.452 -0.3087
C 6.682973 0.940783 -1.499800 -0.901 0.976 -0.093 0.0531
C 5.720145 2.998176 -2.709604 -0.884 -0.558 -0.015 0.0292
C 6.171076 3.053804 -0.165438 1.819 0.024 -0.664 -0.0730
C 7.636405 3.654456 -0.121887 -0.308 -0.816 -0.199 -0.2186
O 7.834005 4.485178 -1.213928 -1.130 0.747 -0.830 -0.0412
H 3.995105 1.216644 -1.962461 -0.376 0.296 0.176 0.0870
H 3.803511 2.634399 -0.744549 -0.382 -0.316 -0.379 0.1078
H 4.385688 1.020623 -0.242093 -0.065 0.137 -0.024 0.0889
H 6.213754 0.378378 -2.307035 0.785 0.128 -0.405 0.1090
H 6.642059 0.265847 -0.644876 -0.336 0.558 0.443 0.1005
H 7.713381 1.284515 -1.590306 -0.202 -0.223 -0.648 0.1123
H 5.094665 3.888265 -2.641730 0.580 0.382 0.979 0.1072
H 5.077113 2.455078 -3.402174 0.443 -0.859 0.020 0.0788
H 6.659998 3.222749 -3.213939 0.140 -0.156 0.755 0.1163
H 6.068513 2.347646 0.658528 -0.148 0.424 0.287 0.1275
H 5.451948 3.872906 -0.162604 0.104 -0.034 0.325 0.1365
H 8.472017 2.956517 -0.174080 -0.437 -0.930 0.502 0.1236
H 7.705957 4.124116 0.859276 -0.118 0.374 0.052 0.1320
H 8.659189 4.975670 -1.204289 0.208 -0.011 0.313 0.1227
C 4.193037 -1.370444 5.757173 -1.882 0.459 0.851 0.0409
N 3.561491 -0.055660 6.177194 -0.106 2.128 -0.500 -0.3215
C 3.192527 -0.096460 7.645013 0.512 -0.320 0.170 0.0131
C 4.594740 1.065493 5.991249 -0.310 -0.815 0.572 0.0278
C 2.198452 0.318139 5.483358 0.207 -0.526 0.333 -0.0623
C 2.183546 0.263468 3.966379 -0.625 -0.156 0.384 -0.2499
O 2.973486 1.247815 3.361882 1.297 0.360 -0.596 -0.0564
H 5.144894 -1.503792 6.271270 -0.238 0.040 0.077 0.1218
H 4.303926 -1.486104 4.679014 -0.173 0.376 0.160 0.0735
H 3.369009 -1.973817 6.137989 0.630 -1.446 -0.499 0.0976
H 2.875994 0.909702 7.919893 0.027 -0.216 0.136 0.1171
H 4.038920 -0.432532 8.243987 0.275 0.386 -0.172 0.1204
H 2.425491 -0.839847 7.862100 -0.222 0.152 -0.500 0.1195
H 4.892870 1.108699 4.943704 0.030 0.007 0.345 0.0869
H 5.412463 0.758414 6.643277 0.227 0.203 -0.275 0.1109
H 4.233050 2.030930 6.345107 -0.268 -0.177 -0.194 0.1165
H 1.879547 1.291525 5.856073 0.658 0.245 -0.016 0.1401
H 1.459651 -0.358653 5.912578 0.149 -0.447 -0.435 0.1216
H 1.216107 0.554362 3.557046 -0.514 -0.644 0.709 0.1200
H 2.377681 -0.765230 3.662726 0.092 0.035 -0.282 0.0885
H 3.864991 0.915891 3.232874 0.074 0.105 0.015 0.0611
O -0.521668 -4.032461 4.936529 -1.901 -0.418 -0.135 0.1205
C 0.479644 -3.186130 4.959022 6.483 -2.270 1.520 -0.9049
O 0.353969 -2.110439 4.395695 -1.669 3.491 -1.615 -0.0439
O 1.591938 -3.606112 5.394297 -0.775 0.233 0.213 -0.0471
H -1.035460 -3.370395 4.468252 -1.972 -0.595 -0.400 0.0720
```
Positions in Å, forces in eV/Å.

Gap between HOMO and LUMO: 0.261 Eh
Charge: +5